Record 1
DFT (ωB97M-V/def2-TZVPD) results for C47H43F4N10O3PS2SiY as an isolated structure.

Element x y z (Å)
Y -0.3505 -0.8645 0.0494
N 4.6040 -0.4533 0.8429
C 3.3937 -0.1579 0.3457
N 2.4269 -1.0097 0.1993
C 2.7238 -2.3480 0.4509
N 2.0364 -3.2897 -0.0964
N 0.9775 -2.7907 -0.8292
C 0.6432 -3.4663 -1.8514
C -0.5189 -3.0321 -2.6302
C -0.8436 -3.6391 -3.8299
C -1.9411 -3.1703 -4.5379
C -2.6732 -2.1232 -4.0115
C -2.2857 -1.5807 -2.7926
N -1.2307 -2.0162 -2.1118
C 3.8785 -2.6746 1.2799
C 4.0670 -3.9251 1.8690
C 5.1979 -4.1666 2.6201
C 6.1581 -3.1664 2.7797
C 5.9911 -1.9258 2.1978
C 4.8424 -1.6856 1.4520
H 5.2672 0.2966 0.9550
H 3.2565 0.8665 0.0244
H 1.1984 -4.3548 -2.1432
H -0.2385 -4.4536 -4.2040
H -2.2134 -3.6166 -5.4846
H -3.5388 -1.7263 -4.5227
H -2.8382 -0.7739 -2.3302
H 3.3151 -4.6881 1.7225
H 5.3442 -5.1316 3.0846
H 7.0448 -3.3625 3.3673
H 6.7356 -1.1489 2.3204
C 0.2830 -4.2151 3.6195
Si -0.9454 -3.3405 2.5026
C -1.0379 -4.3118 0.8923
C -2.6850 -3.5102 3.2137
N -0.4279 -1.6976 2.1846
C -0.4835 -0.7974 3.2388
C -0.9656 -1.0688 4.5360
C -1.0452 -0.1017 5.5244
C -0.6633 1.2081 5.2762
C -0.1788 1.5218 4.0159
C -0.0716 0.5320 3.0617
O 0.4318 0.8380 1.7824
C 1.4206 1.8032 1.7234
C 1.3414 2.7474 0.7140
C 2.3651 3.6790 0.5850
C 3.4297 3.6845 1.4765
C 3.4631 2.7594 2.5150
C 2.4644 1.8067 2.6404
H -0.1017 -5.1775 3.9643
H 0.5247 -3.6145 4.4986
H 1.2166 -4.3971 3.0811
H -1.6082 -5.2157 1.1227
H -0.0633 -4.6294 0.5272
H -1.5868 -3.8050 0.0912
H -3.0566 -4.5084 2.9670
H -3.3678 -2.7880 2.7626
H -2.7526 -3.4083 4.2966
H -1.2761 -2.0706 4.7873
H -1.4184 -0.3822 6.5013
H -0.7405 1.9701 6.0392
H 0.1247 2.5326 3.7732
H 0.4805 2.7435 0.0584
H 2.3134 4.4214 -0.2011
H 4.2105 4.4281 1.3861
H 4.2725 2.7813 3.2345
H 2.4775 1.0765 3.4393
F 2.0389 2.7957 -2.6299
C 2.2256 2.9939 -3.9305
C 2.7494 4.1568 -4.3409
F 3.0593 5.0658 -3.4348
C 2.9937 4.4538 -5.7430
C 2.6273 3.3839 -6.6576
C 2.1077 2.2196 -6.2396
F 1.7993 1.2904 -7.1300
C 1.8621 1.9309 -4.8425
C 1.3364 0.7471 -4.4176
C 1.0630 0.4559 -3.0435
N 0.7958 0.1217 -1.9810
C 0.9629 -0.3447 -5.2691
N 0.6177 -1.2757 -5.8467
F 2.8185 3.5687 -7.9483
C 3.5232 5.6333 -6.1621
C 3.7743 5.9490 -7.5385
N 4.0220 6.2626 -8.6147
C 3.8977 6.6947 -5.2721
N 4.2305 7.5783 -4.6191
C -4.8087 1.6886 -2.2818
C -5.4798 1.4307 -0.9488
C -6.2087 0.1045 -0.8841
O -4.5481 1.5896 0.1560
P -3.1628 0.8994 0.4890
S -1.6537 1.5050 -0.6902
S -3.2088 -1.0903 0.4435
O -2.8508 1.5168 1.9013
C -3.6883 1.5737 3.1030
C -4.5205 0.3266 3.3067
C -4.5109 2.8449 3.0671
H -5.5686 1.7163 -3.0637
H -4.0913 0.9043 -2.5254
H -4.2797 2.6407 -2.2721
H -6.1919 2.2338 -0.7548
H -5.5497 -0.7299 -1.1185
H -7.0272 0.1201 -1.6051
H -6.6300 -0.0572 0.1079
H -2.9428 1.6371 3.8941
H -5.2726 0.2129 2.5236
H -5.0381 0.4138 4.2633
H -3.8960 -0.5645 3.3332
H -5.2871 2.7862 2.3047
H -3.8762 3.7055 2.8578
H -4.9861 2.9948 4.0375

Output
Charge: +1
Highest occupied orbital energy (alpha / beta) in eV: -9.190 / -9.190
Energy relative to the best compared isomer or geometry (same formula, charge and spin) in kcal/mol: 14.9
E_tot in a.u.: -4455.14446
Molar mass in g mol⁻¹: 1084.0



Record 2
DFT (ωB97M-V/def2-TZVPD) results for C11H16Cl2F6NO8S2 as an isolated structure at a distorted geometry.

Element x y z (Å)
C 1.8733 -1.4498 0.5602
C 1.0110 -0.2932 0.0768
Cl 1.9968 0.6413 -1.0998
C 0.5182 0.5541 1.2693
Cl 1.6932 1.7777 1.7813
S -1.0322 1.4434 0.8640
O -0.6844 2.3425 -0.2001
O -1.4626 2.0562 2.0949
N -2.0413 0.3543 0.2920
S -2.2727 -0.9697 1.1666
O -3.6776 -1.1850 1.3929
O -1.5538 -2.0815 0.5946
H 2.8559 -1.1164 0.8845
H 2.0014 -2.1522 -0.2559
H 1.3663 -1.9841 1.3654
H 0.1714 -0.6695 -0.4935
H 0.3880 -0.0966 2.1273
H -1.7538 -0.7391 2.3971
C -5.4866 1.0571 -0.1753
C -5.3039 2.4469 -0.7297
O -6.5801 3.0827 -1.0374
C -7.2306 3.6293 -0.0348
O -6.9121 3.6859 1.1159
C -8.5296 4.2735 -0.5663
F -9.1793 3.4633 -1.4088
F -8.2472 5.4083 -1.2240
F -9.3535 4.5733 0.4337
H -6.0836 0.4454 -0.8547
H -4.5115 0.5931 -0.0457
H -5.9912 1.0760 0.7901
H -4.7778 2.4184 -1.6804
H -4.7363 3.0800 -0.0499
C 8.4215 -1.9368 0.2986
C 7.7918 -1.7656 -1.0660
O 6.8310 -2.8058 -1.3361
C 5.6308 -2.6294 -0.7961
O 5.2775 -1.7158 -0.1169
C 4.7033 -3.7905 -1.2090
F 5.3204 -4.9714 -1.0747
F 4.3454 -3.6567 -2.4905
F 3.6086 -3.7999 -0.4647
H 8.8664 -2.9281 0.3906
H 9.1986 -1.1875 0.4471
H 7.6796 -1.8254 1.0880
H 8.5376 -1.8602 -1.8521
H 7.3137 -0.7925 -1.1684

Output
Charge: -1
Highest occupied orbital energy in eV: -6.311
Energy relative to the best compared isomer or geometry (same formula, charge and spin) in kcal/mol: 0.0
E_tot in a.u.: -3401.48633
Molar mass in g mol⁻¹: 539.3



Record 3
DFT (ωB97M-V/def2-TZVPD) results for C8H9CaNO5 as an isolated structure at a distorted geometry.

Element x y z (Å)
Ca 0.1445 0.3279 -0.8425
C -0.2748 -0.2441 1.9363
O -0.5292 -0.2561 3.0612
C 0.1666 -2.0822 -0.1539
O 0.1865 -3.2013 0.1266
C 2.3721 0.1308 0.3539
O 3.4389 0.1501 0.7849
C -2.3061 -0.2373 -0.5553
O -3.4527 -0.3274 -0.4606
C 0.7893 0.8367 -5.0221
H -0.1723 1.3501 -5.1834
H 1.6719 1.4744 -4.8526
C 0.8942 -0.5035 -5.1064
H 1.8664 -1.0130 -5.0098
H 0.0228 -1.1358 -5.3407
C -2.1624 2.6658 1.6150
C -0.9976 3.0920 0.8036
N -0.7341 4.3984 0.7450
O -0.2494 2.2786 0.1601
H -3.0893 3.0930 1.2044
H -2.0665 2.9891 2.6625
H -2.2176 1.5816 1.5796
H 0.0232 4.8021 0.2221
H -1.3382 5.0785 1.1866

Output
Charge: +2
Highest occupied orbital energy in eV: -15.955
Energy relative to the best compared isomer or geometry (same formula, charge and spin) in kcal/mol: 0.0
E_tot in a.u.: -1418.26491
Molar mass in g mol⁻¹: 239.2



Record 4
DFT (ωB97M-V/def2-TZVPD) results for C17H36NO9S4 as an isolated structure at a distorted geometry.

Element x y z (Å)
C 3.7646 -3.4547 0.3352
O 4.7151 -3.2248 -0.6937
C 4.6213 -1.8694 -1.1643
C 3.4206 -1.6832 -2.1296
C 2.3319 -0.7240 -1.5920
C 2.8621 0.6857 -1.3470
C 1.9872 1.6147 -0.4465
C 0.6847 1.0352 0.1044
C -0.4499 0.8491 -0.9216
C -1.8461 0.9248 -0.3004
S -2.4289 -0.6202 0.3880
O -3.8666 -0.4782 0.4629
O -1.7627 -0.7991 1.6672
N -1.9287 -1.6407 -0.7447
S -2.0899 -3.1916 -0.4374
O -3.0810 -3.5336 0.5507
O -2.1364 -3.8984 -1.6943
H 4.2436 -3.3297 1.3068
H 2.9401 -2.7621 0.2562
H 3.3707 -4.4692 0.2660
H 5.5806 -1.6682 -1.6370
H 4.5046 -1.2369 -0.2827
H 3.7962 -1.3085 -3.0832
H 3.0026 -2.6806 -2.2510
H 1.5804 -0.6418 -2.3779
H 1.9028 -1.1818 -0.7045
H 3.8613 0.6690 -0.9153
H 2.9697 1.1654 -2.3233
H 2.5919 1.8702 0.4253
H 1.7796 2.5395 -0.9859
H 0.8599 0.1227 0.6750
H 0.3172 1.7553 0.8437
H -0.3683 1.6537 -1.6585
H -0.3372 -0.0965 -1.4412
H -2.5572 1.1414 -1.0989
H -1.9482 1.7144 0.4397
H -0.9097 -3.5513 0.1212
C 0.5330 -2.5421 4.5596
C 1.7647 -2.6826 5.4664
C 2.9828 -2.2249 4.6548
S 2.3584 -1.0270 3.4633
O 2.5291 -1.5744 2.1388
O 2.8527 0.2876 3.7920
C 0.6404 -1.1659 3.9138
H -0.3962 -2.6451 5.1168
H 0.5488 -3.3149 3.7883
H 1.6460 -2.0445 6.3447
H 1.8933 -3.7054 5.8199
H 3.7407 -1.7432 5.2674
H 3.4274 -3.0450 4.0936
H 0.0245 -1.0478 3.0226
H 0.4254 -0.3706 4.6270
C -5.6641 4.4364 -2.8043
C -5.3145 2.9565 -3.0195
C -3.8983 2.9008 -3.6053
S -3.0498 4.3672 -3.0032
O -2.7426 5.2243 -4.1224
O -2.0339 3.9861 -2.0576
C -4.4483 5.0558 -2.1221
H -6.5624 4.5560 -2.2002
H -5.8377 4.9227 -3.7672
H -5.3370 2.4318 -2.0627
H -6.0276 2.4638 -3.6782
H -3.3488 2.0217 -3.2769
H -3.9033 2.9508 -4.6923
H -4.4103 6.1407 -2.1844
H -4.3698 4.7342 -1.0841

Output
Charge: -1
Highest occupied orbital energy in eV: -5.996
E_tot in a.u.: -2994.02039
Molar mass in g mol⁻¹: 526.7



Record 5
DFT (ωB97M-V/def2-TZVPD) results for C18H41AlB11Br6GeO5Si3 as an isolated structure at a distorted geometry.

Element x y z (Å)
Al -0.5437 2.1875 0.6790
O 1.0970 5.4040 1.8655
C 1.1108 4.3060 1.4134
O 0.0516 3.7813 0.7429
C 2.3249 3.3919 1.4146
C 2.5573 2.9016 -0.0314
C 3.9782 2.3923 -0.2067
C 3.9345 1.0866 0.6207
C 2.4667 1.0349 1.0457
O 1.7650 1.6740 -0.0498
C 2.1878 2.0184 2.1862
C 0.8087 1.8033 2.8025
O 0.4922 2.1889 3.8832
O -0.0724 1.1381 1.9769
H 3.1642 3.9642 1.8004
H 2.1914 3.5736 -0.8018
H 4.7135 3.1091 0.1522
H 4.1848 2.1894 -1.2558
H 4.6005 1.0985 1.4828
H 4.1971 0.2291 0.0039
H 2.0578 0.0342 1.2001
H 2.9153 1.9702 2.9942
Br -0.9443 0.6938 -1.1890
B -2.2618 1.8648 -2.1526
B -1.9113 2.6000 -3.7059
C -2.7220 4.0914 -3.5933
B -1.9010 3.5814 -2.2096
B -3.4518 4.4517 -2.0996
B -4.4135 4.0021 -3.5216
B -3.4657 2.8689 -4.5111
B -3.1888 1.3633 -3.5537
Br -2.9627 -0.3991 -4.3107
B -4.7624 2.2496 -3.4602
Br -6.3664 1.5059 -4.1869
B -4.7584 3.2502 -1.9265
Br -6.3158 3.6109 -0.8720
B -3.1835 2.9610 -1.1656
Br -2.9364 2.8564 0.8132
B -4.0018 1.5971 -1.9665
Br -4.7691 0.1350 -0.9725
H -0.9217 2.4635 -4.3293
H -2.2954 4.9205 -4.1386
H -0.8991 4.0769 -1.8331
H -3.4846 5.5455 -1.6697
H -5.0918 4.8041 -4.0494
H -3.5144 2.9290 -5.6842
C -1.4984 -4.8607 2.0039
Si -1.5597 -3.0040 1.8747
C -2.7473 -2.3841 0.5949
C -1.6260 -2.0715 3.4730
Ge 0.7021 -2.5979 0.8637
Si 1.3623 -2.8858 -1.4626
C 2.6274 -1.5877 -1.8840
C 2.0809 -4.5971 -1.1952
C -0.1082 -2.8995 -2.5969
Si 2.3776 -2.7488 2.7174
C 2.1071 -4.5060 3.2777
C 4.0321 -2.5129 1.8924
C 1.9633 -1.4655 3.9976
H -2.4887 -5.1836 2.3457
H -0.7686 -5.2235 2.7272
H -1.3234 -5.3474 1.0424
H -3.7293 -2.8236 0.8042
H -2.4803 -2.6494 -0.4293
H -2.8480 -1.3010 0.6541
H -2.6707 -2.0188 3.7965
H -1.2679 -1.0448 3.3634
H -1.0598 -2.5632 4.2647
H 3.5822 -1.7857 -1.3938
H 2.2932 -0.5813 -1.6204
H 2.7987 -1.6032 -2.9638
H 2.9339 -4.5965 -0.5138
H 2.4407 -4.9644 -2.1617
H 1.3439 -5.3216 -0.8409
H -0.4741 -1.8955 -2.8180
H -0.9376 -3.4921 -2.2083
H 0.1984 -3.3520 -3.5447
H 1.9945 -5.2200 2.4589
H 1.2492 -4.5938 3.9451
H 2.9966 -4.8114 3.8388
H 4.3638 -3.4374 1.4169
H 4.7659 -2.2493 2.6600
H 4.0411 -1.7184 1.1455
H 1.2362 -1.8454 4.7156
H 1.5623 -0.5414 3.5815
H 2.8752 -1.2147 4.5468

Output
Charge: +2
Multiplicity: 2
Highest occupied orbital energy (alpha / beta) in eV: -13.288 / -13.288
Energy relative to the best compared isomer or geometry (same formula, charge and spin) in kcal/mol: 58.5
E_tot in a.u.: -19991.98790
Molar mass in g mol⁻¹: 1119.7



Record 6
DFT (ωB97M-V/def2-TZVPD) results for one molecule with the formula C23H28FN3O5S.

Element x y z (Å)
O -1.2974 -1.5719 -2.5910
C -0.9293 -1.0665 -1.5469
N -0.6067 -1.7561 -0.4469
H -0.1464 -1.3046 0.3331
C -0.7261 -3.1965 -0.3724
H -1.2372 -3.5141 -1.2839
H 0.2701 -3.6487 -0.3363
C -1.5364 -3.5816 0.8726
C -2.8072 -2.7792 0.9138
C -2.9358 -1.7047 1.7841
C -4.0701 -0.9108 1.7644
C -5.0906 -1.1833 0.8706
C -4.9755 -2.2584 0.0054
C -3.8415 -3.0497 0.0267
H -3.7542 -3.8833 -0.6547
H -5.7705 -2.4778 -0.6920
H -5.9724 -0.5606 0.8489
H -4.1550 -0.0754 2.4444
H -2.1413 -1.4920 2.4869
H -0.9383 -3.3804 1.7631
H -1.7531 -4.6502 0.8332
C -0.8716 0.4635 -1.4276
N -0.1549 1.0201 -0.3054
C 1.1681 1.2790 -0.2804
O 1.7044 1.8773 0.6376
C 2.0115 0.8094 -1.4735
N 2.1685 -0.6277 -1.5601
S 2.5532 -1.4280 -0.1392
O 2.5415 -2.8226 -0.4621
O 1.7101 -1.0015 0.9488
C 4.2201 -0.8672 0.1378
C 5.2561 -1.5886 -0.4252
C 6.5587 -1.1596 -0.2425
C 6.7765 -0.0107 0.5024
C 5.7419 0.7167 1.0683
C 4.4420 0.2766 0.8824
H 3.6023 0.8131 1.2977
H 5.9586 1.6050 1.6396
F 8.0398 0.4127 0.6805
H 7.3960 -1.6943 -0.6615
H 5.0244 -2.4786 -0.9873
H 1.4450 -1.1148 -2.0674
H 3.0097 1.2368 -1.3292
H 1.6122 1.1814 -2.4186
C -0.9395 1.3113 0.8816
H -0.2456 1.3816 1.7216
H -1.6403 0.4889 1.0431
C -1.7441 2.6184 0.7983
H -2.2876 2.7160 1.7509
C -0.9025 3.8727 0.5371
H -0.5722 4.3360 1.4628
H -0.0242 3.6196 -0.0553
C -1.8584 4.7461 -0.2703
H -1.3499 5.4708 -0.9012
C -2.6076 3.6915 -1.0808
H -3.6157 3.9956 -1.3699
O -2.7195 2.5555 -0.2410
H -2.0438 3.4281 -1.9878
H -2.5477 5.2699 0.3928
H -1.9128 0.7940 -1.3449
H -0.4874 0.8517 -2.3751

Output
Charge: 0
Highest occupied orbital energy in eV: -9.082
Energy relative to the best compared isomer or geometry (same formula, charge and spin) in kcal/mol: 19.5
Structure (SMILES): O=C(CN(C[C@H]1CCCO1)C(=O)CNS(=O)(=O)c1ccc(F)cc1)NCCc1ccccc1
E_tot in a.u.: -1931.78820
Molar mass in g mol⁻¹: 477.6



Record 7
DFT (ωB97M-V/def2-TZVPD) results for C4H7NaO3 as an isolated structure at a distorted geometry.

Element x y z (Å)
H 3.2735 0.4629 -0.8807
C 1.8012 0.3331 0.8051
H 2.9124 1.0995 0.6444
H 1.5626 -0.6488 1.2209
C 2.2357 0.5019 -0.5556
H 1.7134 -0.1055 -1.3069
O 0.7187 1.0431 0.2596
C -0.6008 0.5189 0.2543
O -1.4815 1.3047 0.4282
Na -3.7761 2.5593 0.6999
O -0.5883 -0.7467 0.1543
C -1.7533 -1.4502 -0.3446
H -2.4981 -1.5004 0.4560
H -2.1304 -0.9277 -1.2291
H -1.3890 -2.4444 -0.6061

Output
Charge: +2
Highest occupied orbital energy (alpha / beta) in eV: -19.343 / -19.343
Energy relative to the best compared isomer or geometry (same formula, charge and spin) in kcal/mol: 98.2
E_tot in a.u.: -543.80404
Molar mass in g mol⁻¹: 126.1



Record 8
DFT (ωB97M-V/def2-TZVPD) results for one molecule with the formula C20H22N2O4.

Element x y z (Å)
C -3.6422 -5.3602 -2.7763
H -2.6622 -5.7721 -2.5154
O -4.3683 -4.9882 -1.6292
C -3.8613 -4.0244 -0.8186
C -2.6546 -3.3614 -1.0233
C -2.2314 -2.3868 -0.1370
C -2.9995 -2.0533 0.9743
C -4.2012 -2.7361 1.1810
C -4.6317 -3.6999 0.3015
H -5.5622 -4.2234 0.4534
H -4.7871 -2.4837 2.0517
C -2.6270 -1.0309 1.9902
O -3.1632 -0.9915 3.0821
N -1.6566 -0.1591 1.5807
C -1.0907 0.9026 2.2591
C -1.6082 1.3760 3.4671
C -1.0554 2.4764 4.0865
C 0.0184 3.1399 3.5115
C 0.5607 2.6644 2.3349
C 0.0451 1.5333 1.7025
C 0.6707 1.0028 0.4641
O 0.0586 0.3527 -0.3783
N 1.9969 1.2330 0.3391
H 2.4737 1.7525 1.0574
C 2.7422 0.8768 -0.8409
H 2.1388 0.1657 -1.4091
H 3.6844 0.4015 -0.5553
C 3.0216 2.0954 -1.7431
C 4.0739 3.0478 -1.1521
H 3.8376 4.0796 -1.4138
C 5.3555 2.6053 -1.8554
H 5.7941 1.7455 -1.3479
C 4.8132 2.1924 -3.2210
H 4.7150 3.0691 -3.8776
O 3.5351 1.6329 -2.9828
H 5.4220 1.4398 -3.7258
H 6.1001 3.3944 -1.9243
H 4.1400 2.9697 -0.0686
H 2.0666 2.6075 -1.9249
H 1.3782 3.2098 1.8833
H 0.4296 4.0223 3.9778
H -1.4759 2.8328 5.0147
H -2.4552 0.8696 3.8985
H -1.2752 -0.2672 0.6404
H -1.2822 -1.9112 -0.3341
H -2.0311 -3.5956 -1.8718
H -4.2374 -6.1305 -3.2642
H -3.5120 -4.5161 -3.4609

Output
Charge: 0
Highest occupied orbital energy in eV: -8.299
Energy relative to the best compared isomer or geometry (same formula, charge and spin) in kcal/mol: 37.2
Structure (SMILES): COc1ccc(C(=O)Nc2ccccc2C(=O)NC[C@H]2CCCO2)cc1
E_tot in a.u.: -1185.83353
Molar mass in g mol⁻¹: 354.4



Record 9
DFT (ωB97M-V/def2-TZVPD) results for one molecule with the formula C11H16O at a distorted geometry.

Element x y z (Å)
C 0.0055 -1.9874 0.1114
C -1.3452 -1.3473 0.2805
C 1.4424 0.0146 0.5427
C 1.1997 -1.3418 0.1500
C 0.3753 1.5539 -1.0578
C -0.7071 0.6384 -1.6295
C 1.0044 1.1945 0.1881
C -2.0713 -0.2512 0.0026
C 2.4571 -2.1062 -0.1600
C 1.3575 2.3553 1.0968
C -3.4205 -0.1062 0.7284
O -1.8743 0.7602 -0.8741
H -0.0957 -3.0502 -0.0431
H -1.7975 -1.8307 1.1519
H 2.1653 0.0699 1.4624
H 1.0054 1.6665 -1.9379
H -0.0100 2.5212 -0.9192
H -0.8310 1.0247 -2.6385
H -0.3735 -0.4192 -1.6769
H 2.6357 -2.9640 0.3997
H 3.3908 -1.5307 -0.0313
H 2.5735 -2.4435 -1.2976
H 2.1797 2.7526 0.6671
H 1.5513 1.9513 2.1658
H 0.4903 3.0488 0.9481
H -4.0757 -0.9643 0.4011
H -3.9225 0.7522 0.2487
H -3.3096 0.0389 1.7208

Output
Charge: 0
Highest occupied orbital energy in eV: -7.955
Energy relative to the best compared isomer or geometry (same formula, charge and spin) in kcal/mol: 87.5
Structure (SMILES): CC1=C/C=C(/C)OCC/C(C)=C\1
E_tot in a.u.: -503.85051
Molar mass in g mol⁻¹: 164.2